Below is a cluster of 9 separate species, C22H63NO16 in total in a non-equilibrium geometry, with properties calculated with ωB97M-V with the def2-TZVPD basis set.

Positions of all 102 atoms, in Å:
C (2.240791, 2.298781, 3.532567)
O (2.594486, 0.966532, 3.685153)
C (1.520657, 0.131087, 3.508428)
C (2.025350, -1.250395, 3.852412)
N (1.065342, -2.265815, 3.586895)
C (1.635956, -3.572182, 3.767804)
C (0.726238, -4.629001, 3.225522)
O (1.068611, -5.828832, 3.200001)
C (-0.049957, -6.779719, 2.974896)
H (2.877234, 2.893157, 2.878785)
H (2.364115, 2.727734, 4.461596)
H (1.194927, 2.537214, 3.294948)
H (1.109531, -0.013946, 2.530313)
H (0.665840, 0.336267, 4.084703)
H (2.412551, -1.396041, 4.819837)
H (2.858941, -1.401865, 3.213307)
H (0.197640, -2.080788, 4.103724)
H (1.717635, -3.678566, 4.848509)
H (2.590039, -3.761305, 3.343103)
H (0.424677, -4.344719, 2.234371)
H (-0.131228, -4.525534, 3.961707)
H (-0.418541, -7.024743, 3.940711)
H (0.239245, -7.614232, 2.402787)
H (-0.889376, -6.475792, 2.343933)
C (-2.623963, -3.131312, 3.459193)
C (-2.249603, -1.955858, 4.129079)
O (-1.121976, -2.227634, 4.968142)
H (-3.449659, -3.045826, 2.795286)
H (-2.842795, -3.920501, 4.128900)
H (-1.862093, -3.380924, 2.731487)
H (-2.939964, -1.718572, 4.895780)
H (-1.930414, -1.245589, 3.373152)
H (-1.242059, -2.961054, 5.627618)
C (2.406361, 5.397476, -2.720264)
C (1.248450, 4.607678, -2.971992)
O (0.544516, 4.876453, -4.097674)
H (2.224265, 6.478753, -2.507139)
H (2.988619, 5.437322, -3.661601)
H (2.976063, 5.062016, -1.856056)
H (0.565534, 4.621230, -2.066120)
H (1.589536, 3.578916, -3.081843)
H (1.093075, 4.919983, -4.881087)
C (-1.290900, 1.507961, 0.787438)
C (-1.338519, 1.424131, -0.640007)
O (-0.805343, 2.649210, -1.048750)
O (-1.952621, 0.339873, 1.239071)
H (-1.818071, 2.312484, 1.256485)
H (-0.293777, 1.520229, 1.230914)
H (-2.304965, 1.328564, -1.191302)
H (-0.756754, 0.602282, -0.901372)
H (-1.169707, 2.880692, -1.916087)
H (-2.685964, 0.118155, 0.652906)
C (-1.879169, 2.281836, -4.365807)
C (-3.155088, 1.623903, -4.265286)
O (-3.185766, 0.697359, -5.326794)
O (-1.792888, 3.423953, -3.512890)
H (-1.495466, 2.481537, -5.468711)
H (-1.198827, 1.462177, -4.173706)
H (-3.944079, 2.460334, -4.342883)
H (-3.242447, 1.273305, -3.229905)
H (-3.468973, -0.120631, -4.885903)
H (-1.000526, 3.878390, -3.797657)
C (0.742018, -2.138689, 0.148377)
C (0.710334, -3.238060, -0.774887)
O (1.530145, -3.079870, -1.904979)
O (-0.312578, -2.143789, 0.961301)
H (0.709573, -1.203690, -0.369497)
H (1.705427, -2.281759, 0.672666)
H (-0.242103, -3.522168, -1.193285)
H (0.898966, -4.153631, -0.182573)
H (2.400390, -3.358586, -1.657057)
H (-0.009542, -2.060001, 1.848392)
C (-3.831736, -1.278979, -2.232392)
C (-2.726816, -1.872013, -1.469901)
O (-3.056647, -2.061674, -0.067254)
O (-3.665853, -1.319692, -3.570743)
H (-3.840716, -0.178060, -1.957956)
H (-4.829889, -1.737475, -1.955528)
H (-1.873665, -1.187442, -1.573349)
H (-2.338127, -2.715498, -1.978994)
H (-2.283951, -2.384624, 0.336595)
H (-3.591583, -2.245701, -3.870333)
C (1.026765, 0.341847, -3.382798)
C (2.301511, 0.289518, -2.683611)
O (3.195150, 1.288265, -2.966001)
O (0.131326, -0.688637, -2.988764)
H (1.095667, 0.212141, -4.484783)
H (0.486960, 1.190708, -3.090648)
H (2.827792, -0.539213, -3.063024)
H (2.060407, 0.276764, -1.625940)
H (3.450086, 1.242420, -3.861916)
H (0.636471, -1.354154, -2.611256)
C (1.364629, 4.322679, 0.664597)
C (2.234937, 3.284776, 0.064768)
O (3.531568, 3.534483, 0.515123)
O (1.932679, 5.642151, 0.614739)
H (1.010710, 4.008879, 1.594500)
H (0.397524, 4.277282, 0.188451)
H (2.174398, 3.121956, -1.099557)
H (1.911785, 2.307335, 0.499305)
H (3.595714, 4.496930, 0.522604)
H (1.905527, 6.119680, -0.175021)

Atomic forces in eV per Å
C -0.2 1.3 -0.8
O 0.0 0.2 -0.9
C 0.5 -2.6 0.5
C -0.2 0.1 -0.9
N -0.3 0.5 -2.4
C -0.6 -0.6 1.3
C -4.6 6.7 1.5
O 2.1 -9.4 -0.6
C 0.8 1.7 0.0
H 0.2 -0.5 -0.5
H 0.3 1.3 2.3
H 0.0 -0.7 -0.4
H 0.1 0.6 -1.4
H -1.1 0.9 1.4
H 0.5 0.5 1.8
H 1.0 -0.2 -0.8
H 0.8 -0.9 0.1
H 0.5 -0.7 0.4
H 1.2 0.7 -0.6
H -0.7 1.0 -0.7
H -0.3 0.2 -1.0
H -0.4 -0.5 0.8
H 1.3 -1.2 -0.1
H 0.1 1.3 0.2
C -0.5 -2.5 -2.7
C 1.1 1.1 2.0
O 0.9 -0.6 1.6
H -1.3 0.5 -0.3
H 0.0 -1.1 0.6
H 0.6 -0.6 0.2
H -1.6 1.5 -0.2
H -0.2 0.9 0.6
H -0.3 1.1 -1.2
C 2.3 3.3 -0.2
C -1.2 -2.9 2.6
O -2.1 1.3 -1.9
H -0.4 -0.6 -0.2
H 0.4 -0.2 0.6
H 0.3 -0.4 -0.4
H 0.4 0.0 -1.2
H 0.1 -0.5 0.5
H 0.3 0.0 -0.1
C -1.8 -1.4 2.7
C -0.4 2.3 -2.1
O 1.0 0.8 -1.0
O 0.0 -1.1 1.2
H -0.3 1.2 -0.3
H 0.2 -0.2 -0.5
H 0.0 -0.3 1.2
H 1.2 -1.6 -1.0
H 0.0 0.2 -0.2
H 0.1 -0.1 0.1
C 3.1 0.7 -2.3
C -2.6 2.3 -0.6
O -0.7 -0.5 1.0
O -0.2 -1.1 -0.2
H -1.5 0.3 1.8
H 0.8 0.1 0.9
H 0.5 -1.4 -0.2
H -0.2 -0.7 -0.4
H 0.1 -0.1 -0.4
H 0.5 0.7 -0.2
C 2.3 1.5 -0.3
C -1.0 -3.3 -1.2
O 0.1 0.1 -0.2
O -3.1 -0.8 0.8
H 0.7 0.9 -0.7
H -0.1 0.7 0.2
H -0.9 0.7 0.0
H 0.6 0.0 -0.4
H 0.9 -0.1 -0.1
H 0.6 0.1 2.0
C -2.7 1.6 2.7
C 1.6 0.8 1.6
O -1.9 0.6 -2.5
O 0.6 -1.1 -2.8
H -0.5 -1.2 -0.2
H 0.9 0.5 0.1
H 0.0 0.1 0.3
H 0.0 -1.7 -0.2
H 1.9 -0.4 1.1
H 0.0 0.6 0.1
C -1.9 -0.9 -1.8
C 0.4 -0.9 0.2
O 0.3 2.8 1.5
O -1.3 1.4 -0.5
H 0.4 0.7 0.4
H -0.4 1.9 -0.2
H 0.2 -2.3 0.5
H 0.6 -0.2 0.3
H 0.4 -0.1 -1.5
H 1.5 -2.5 1.0
C -1.6 1.1 -2.8
C 0.0 -1.9 -1.3
O 0.9 -0.2 -0.2
O 0.4 -1.4 3.3
H 0.6 0.4 2.4
H -0.3 0.4 -0.9
H 0.1 0.6 2.1
H 0.2 0.5 -0.4
H 0.2 0.1 0.2
H -0.6 0.5 -2.2

Summary:
HOMO level (eV): -8.6
SMILES: COCCNCCOC.OCCO.OCCO.OCCO.OCCO.OCCO.OCCO.CCO.CCO
Lowest unoccupied orbital energy (eV): 0.42
Calculated total energy (Ha): -2134.22804



Below is a cluster of 11 separate species, C22H63O12 in total in a non-equilibrium geometry, with properties calculated with ωB97M-V with the def2-TZVPD basis set.

Positions of all 97 atoms, in Å:
C (1.174387, 0.664345, 1.401334)
C (0.328033, -0.525966, 0.942798)
O (0.611359, -1.669471, 1.257027)
O (-0.705930, -0.308805, 0.205453)
H (1.726754, 0.976830, 0.500678)
H (1.903701, 0.333124, 2.108475)
H (0.583209, 1.498302, 1.676535)
C (0.639469, 1.476035, -4.856609)
C (1.783262, 0.484786, -4.679075)
O (2.409266, 0.164912, -5.903264)
H (-0.071799, 1.157766, -5.584183)
H (1.067052, 2.429887, -5.196529)
H (0.225243, 1.614303, -3.908194)
H (1.279324, -0.423695, -4.274263)
H (2.407837, 0.871969, -3.927644)
H (3.190847, -0.456437, -5.808991)
C (2.168971, 4.096374, 2.790814)
C (3.523660, 3.414820, 2.988886)
O (4.469318, 3.931842, 2.033161)
H (2.201839, 5.225003, 2.865318)
H (1.365676, 3.585130, 3.364608)
H (1.908727, 3.947831, 1.769181)
H (3.377029, 2.346272, 2.914355)
H (3.911964, 3.719188, 3.983138)
H (4.957049, 3.155081, 1.735559)
C (2.995551, -3.766268, 0.128625)
C (2.636431, -3.051590, -1.164108)
O (3.156439, -3.892321, -2.243953)
H (2.380782, -4.681135, 0.225414)
H (2.738209, -3.105126, 0.992358)
H (4.066715, -3.930414, 0.111559)
H (3.186311, -2.084676, -1.294561)
H (1.543522, -2.816801, -1.269645)
H (2.859133, -3.553791, -3.097820)
C (-1.826898, -4.915407, -0.227724)
C (-2.399786, -3.504806, -0.449764)
O (-1.748723, -2.609054, -1.337365)
H (-0.911449, -4.908905, 0.412255)
H (-1.598569, -5.439136, -1.189753)
H (-2.620092, -5.498204, 0.237131)
H (-2.417901, -3.051608, 0.551301)
H (-3.387690, -3.546569, -0.820872)
H (-1.271266, -1.959027, -0.836533)
C (3.189274, 3.600210, -1.713813)
C (3.414746, 3.735570, -3.220514)
O (2.337742, 4.345218, -3.891053)
H (2.166727, 3.260784, -1.514913)
H (3.300841, 4.608276, -1.275906)
H (3.885340, 2.892090, -1.261589)
H (3.540786, 2.707046, -3.563570)
H (4.300804, 4.299253, -3.484753)
H (1.568030, 3.950634, -3.483056)
C (-0.261001, -3.363157, -4.431911)
C (-1.423278, -2.496914, -4.646643)
O (-1.078144, -1.515972, -5.621016)
H (0.657704, -2.799112, -4.280025)
H (-0.145210, -3.871404, -5.398047)
H (-0.268800, -4.195128, -3.760838)
H (-1.663235, -2.016665, -3.713002)
H (-2.264532, -3.154903, -4.977580)
H (-0.818161, -1.953594, -6.422472)
C (-0.799349, -4.024670, 4.142485)
C (-1.550459, -2.790908, 3.575752)
O (-2.881794, -2.747326, 4.053419)
H (0.279096, -4.044178, 3.843178)
H (-1.156798, -4.975041, 3.721815)
H (-0.829332, -4.099320, 5.246430)
H (-1.292901, -2.612557, 2.529281)
H (-1.099499, -1.924929, 4.094240)
H (-3.472706, -3.261990, 3.502241)
C (-1.672328, 4.322860, -0.542778)
C (-0.791051, 3.187074, -0.066796)
O (-0.707848, 2.261310, -1.130888)
H (-2.689867, 3.917900, -0.749308)
H (-1.215920, 4.775464, -1.438694)
H (-1.737405, 5.085936, 0.198280)
H (-1.261126, 2.811241, 0.877025)
H (0.214539, 3.577750, 0.162361)
H (-0.846370, 1.334851, -0.846266)
C (-4.407036, -0.812538, 2.049651)
C (-3.834938, 0.238998, 1.091885)
O (-4.783731, 0.845894, 0.165869)
H (-4.782545, -1.613511, 1.405468)
H (-5.281362, -0.361542, 2.531389)
H (-3.634893, -1.095567, 2.753009)
H (-2.998941, -0.272798, 0.547141)
H (-3.391454, 1.076401, 1.618593)
H (-4.711574, 0.312539, -0.635393)
C (-1.492218, 1.067070, 4.875657)
C (-1.089045, 2.556576, 5.175255)
O (-1.518974, 2.840222, 6.560483)
H (-1.082226, 0.391842, 5.641632)
H (-1.048268, 0.790148, 3.891198)
H (-2.558623, 0.933164, 4.695990)
H (-1.647707, 3.247824, 4.533235)
H (-0.014430, 2.772440, 5.009958)
H (-2.467516, 2.862552, 6.452791)

Atomic forces in eV per Å
C 0.4 -1.0 -1.8
C -2.1 0.3 -1.1
O 1.4 -1.4 1.1
O 0.5 1.1 -0.1
H -0.1 0.1 0.2
H 0.3 0.0 0.8
H -0.6 0.7 0.6
C 2.2 0.5 -1.5
C -2.4 -1.6 -0.2
O 1.6 -0.6 -0.5
H -0.6 -0.4 -0.3
H -0.2 -0.1 0.0
H -1.0 0.3 1.5
H 0.5 0.3 -0.1
H 1.4 0.4 0.8
H -1.6 1.2 0.3
C 0.1 0.5 0.0
C -0.2 1.9 0.9
O -0.3 -0.9 0.0
H 0.0 -1.3 0.6
H 0.6 0.7 0.0
H -0.3 -0.3 -1.0
H 0.2 -0.3 0.0
H -0.2 -0.7 -0.2
H 0.1 0.4 -0.2
C -1.1 1.0 0.3
C 0.3 0.6 -0.9
O -0.6 0.0 0.2
H 0.6 0.3 -0.1
H 0.1 -0.5 -0.7
H 0.1 -0.5 0.2
H -0.5 -0.5 0.6
H 0.9 -0.5 0.1
H -0.1 0.0 0.3
C 0.7 0.1 -1.0
C 1.2 0.5 0.9
O -0.2 -1.4 -0.7
H -0.7 0.0 -0.5
H 0.0 0.5 0.6
H 0.1 -0.1 0.3
H -0.2 0.1 -0.1
H -1.3 -0.5 -0.2
H 0.7 1.0 0.9
C 0.0 1.3 -0.2
C 0.1 -1.1 0.4
O 0.0 0.3 0.1
H 0.1 -0.1 0.0
H 0.0 -0.6 0.2
H 0.0 0.2 0.0
H 0.2 -0.1 -0.5
H 0.2 0.1 0.1
H -0.6 0.0 -0.1
C 1.8 -1.2 -1.5
C -0.9 -0.2 0.1
O -0.7 0.6 0.7
H 0.0 0.2 0.2
H 0.5 -0.1 -0.2
H -0.6 -0.1 1.0
H -0.5 0.5 0.0
H 0.2 0.8 0.2
H 0.2 -0.4 -0.5
C 0.8 -0.4 -0.6
C 1.9 0.1 2.0
O -0.4 -0.1 -0.3
H -0.7 0.5 0.2
H -0.4 0.2 0.1
H -0.2 0.2 -0.6
H -0.8 -0.3 -0.3
H 0.0 -0.2 -0.3
H 0.0 -0.2 -0.2
C -0.2 -0.5 -0.8
C -0.5 0.1 0.2
O 0.0 -0.2 0.0
H 0.7 0.4 -0.1
H -0.4 -0.2 0.1
H -0.1 0.7 0.7
H 0.6 -0.3 -0.7
H -0.1 -0.2 0.1
H 0.2 0.0 0.6
C -0.9 1.5 -1.2
C 0.8 -0.5 -0.7
O 0.4 -1.0 0.4
H 0.2 -0.4 0.4
H 0.1 -0.2 0.4
H -0.1 -0.3 0.1
H -0.6 0.8 0.2
H 0.1 0.1 0.3
H -0.2 0.2 0.1
C 1.4 0.9 -1.3
C -1.2 -1.0 0.7
O 1.1 0.1 -1.2
H -0.4 0.3 -0.2
H -0.1 0.0 0.6
H -0.1 0.1 0.6
H 0.2 -0.2 -0.2
H -0.6 -0.3 0.7
H -0.4 0.0 0.4

Summary:
HOMO level (eV): -5.8
Total charge: -1
Lowest unoccupied orbital energy (eV): 2.41
Calculated total energy (Ha): -1778.83342



Question: The highest HOMO level belongs to which entry?
Answer: C22H63O12



Question: Look up the lowest unoccupied orbital energy of the first one.
Answer: 0.42 eV



Question: Which of these has the highest lowest unoccupied orbital energy?
Answer: C22H63O12